Record 1
The following is a quantum chemistry calculation of C26H80AsF6N10O11 as an isolated structure in a non-equilibrium geometry, from the OMol25 dataset.

Cartesian coordinates (Å):
As: 0.456 1.102 1.698
F: -0.848 0.438 2.705
F: -0.623 1.164 0.284
F: 1.688 1.742 0.649
F: 1.678 1.021 3.030
F: 0.965 -0.591 1.243
F: 0.000 2.800 2.122
C: 4.969 3.499 2.160
O: 5.930 4.253 2.246
N: 4.431 2.644 3.043
N: 4.194 3.599 1.127
H: 4.966 2.333 3.842
H: 3.548 2.199 2.839
H: 4.368 4.375 0.505
H: 3.474 2.895 1.047
C: 1.355 2.998 6.294
O: 0.279 3.038 6.859
N: 2.498 2.941 6.899
N: 1.417 3.367 5.071
H: 3.361 2.995 6.376
H: 2.434 2.823 7.900
H: 2.300 3.309 4.584
H: 0.566 3.524 4.550
C: -4.760 2.363 -5.569
C: -4.776 3.478 -4.517
C: -3.606 3.390 -3.441
O: -3.747 2.309 -2.565
C: -2.984 2.271 -1.391
N: -4.771 4.775 -5.324
H: -4.849 1.477 -4.941
H: -3.769 2.399 -6.022
H: -5.629 2.507 -6.212
H: -5.682 3.333 -3.929
H: -3.896 4.209 -2.782
H: -2.586 3.518 -3.801
H: -1.934 2.038 -1.570
H: -3.539 1.544 -0.799
H: -2.969 3.238 -0.887
H: -5.504 4.744 -6.018
H: -4.942 5.576 -4.732
C: -6.512 -4.329 -0.775
C: -5.990 -2.856 -0.765
C: -5.051 -2.616 0.436
O: -4.494 -1.258 0.467
C: -3.718 -0.834 1.588
N: -5.222 -2.562 -1.975
H: -7.042 -4.585 0.143
H: -5.728 -5.046 -1.019
H: -7.299 -4.398 -1.526
H: -6.785 -2.137 -0.567
H: -4.148 -3.218 0.335
H: -5.562 -2.821 1.377
H: -4.254 -0.836 2.537
H: -3.037 0.003 1.435
H: -2.969 -1.602 1.779
H: -4.906 -1.619 -1.796
H: -4.385 -3.126 -2.025
C: -1.634 -1.982 -0.675
C: -0.902 -3.320 -0.685
C: -1.091 -4.212 -1.938
O: -2.490 -4.492 -2.278
C: -2.911 -5.611 -1.473
N: 0.460 -2.974 -0.420
H: -1.382 -1.496 -1.617
H: -1.534 -1.312 0.180
H: -2.663 -2.217 -0.949
H: -1.270 -3.895 0.164
H: -0.506 -5.130 -1.988
H: -0.726 -3.645 -2.795
H: -3.990 -5.723 -1.365
H: -2.573 -5.622 -0.437
H: -2.412 -6.461 -1.937
H: 0.509 -2.018 -0.099
H: 0.790 -3.513 0.367
C: 4.359 -2.067 2.311
C: 2.910 -2.649 2.187
C: 3.053 -4.172 2.013
O: 1.822 -4.661 1.414
C: 1.750 -5.973 1.110
N: 2.166 -2.233 3.385
H: 4.868 -2.539 3.151
H: 4.452 -1.006 2.541
H: 5.002 -2.282 1.458
H: 2.338 -2.340 1.312
H: 3.139 -4.664 2.982
H: 3.885 -4.498 1.388
H: 1.643 -6.539 2.035
H: 2.616 -6.228 0.499
H: 0.859 -6.212 0.528
H: 1.362 -2.842 3.320
H: 1.852 -1.298 3.168
C: 1.742 2.956 -2.184
C: 0.646 4.046 -2.238
C: -0.132 4.382 -0.955
O: -1.030 5.385 -1.335
C: -1.835 5.994 -0.342
N: 1.359 5.190 -2.663
H: 2.265 2.786 -3.126
H: 1.224 2.054 -1.858
H: 2.403 3.161 -1.343
H: -0.063 3.853 -3.043
H: 0.513 4.710 -0.140
H: -0.710 3.518 -0.628
H: -2.218 5.292 0.399
H: -2.598 6.410 -1.000
H: -1.355 6.845 0.139
H: 2.309 5.011 -2.372
H: 1.028 6.018 -2.189
C: 3.593 -0.310 -2.109
C: 5.176 -0.202 -1.911
C: 5.948 -1.399 -2.591
O: 5.505 -2.628 -1.982
C: 6.294 -3.167 -0.963
N: 5.588 1.025 -2.538
H: 3.105 0.186 -2.949
H: 3.236 0.288 -1.271
H: 3.173 -1.314 -2.165
H: 5.324 -0.014 -0.848
H: 7.032 -1.342 -2.487
H: 5.634 -1.646 -3.605
H: 5.663 -3.876 -0.428
H: 6.742 -2.467 -0.259
H: 7.151 -3.636 -1.447
H: 6.502 0.940 -2.959
H: 5.002 0.934 -3.355
O: -3.013 3.026 2.294
H: -2.885 3.956 2.107
H: -2.179 2.740 2.668
O: -1.135 -0.873 4.759
H: -0.854 -0.449 3.949
H: -1.970 -0.456 4.972
O: -0.536 -3.217 3.167
H: -0.862 -3.295 2.270
H: -0.894 -2.386 3.481

## Properties
Multiplicity: 1
Total charge: -1
Gap between HOMO and LUMO: 8.81 eV
LUMO energy: 2.06 eV
Highest occupied orbital energy: -0.2481 hartree

=====

Record 2
The following is a quantum chemistry calculation of a 3-piece molecular cluster, C24H54N4O6S overall, from the OMol25 dataset.

Cartesian coordinates (Å):
C: 8.567 0.538 1.870
C: 7.042 0.583 2.041
C: 6.329 -0.734 1.661
C: 5.360 -0.613 0.474
C: 4.129 -1.518 0.591
C: 2.965 -0.989 -0.257
C: 1.637 -1.730 -0.028
C: 0.988 -2.181 -1.348
C: -0.525 -2.237 -1.293
C: -1.088 -3.195 -0.239
C: -2.329 -3.958 -0.707
C: -3.588 -3.092 -0.654
C: -3.950 -2.618 0.766
C: -5.161 -3.331 1.358
C: -5.214 -3.241 2.876
C: -5.943 -2.008 3.367
O: -5.353 -0.805 2.820
S: -3.990 -0.296 3.559
O: -4.274 -0.233 4.968
O: -4.180 1.264 3.010
O: -3.009 1.584 2.233
C: -3.466 1.901 0.913
C: -2.409 2.711 0.169
C: -2.880 2.848 -1.299
C: -0.999 2.070 0.207
C: -0.282 2.282 1.564
C: -1.011 0.589 -0.236
H: 8.944 -0.446 2.146
H: 8.869 0.782 0.852
H: 9.039 1.257 2.541
H: 6.611 1.428 1.505
H: 6.855 0.764 3.102
H: 5.786 -1.107 2.530
H: 7.086 -1.484 1.421
H: 5.013 0.414 0.352
H: 5.885 -0.886 -0.447
H: 3.802 -1.567 1.634
H: 4.372 -2.538 0.277
H: 3.266 -1.079 -1.304
H: 2.862 0.064 0.004
H: 0.974 -1.056 0.517
H: 1.847 -2.606 0.589
H: 1.429 -3.125 -1.676
H: 1.253 -1.446 -2.116
H: -0.892 -2.558 -2.274
H: -0.929 -1.234 -1.135
H: -1.325 -2.624 0.659
H: -0.318 -3.923 0.029
H: -2.171 -4.228 -1.755
H: -2.455 -4.897 -0.162
H: -4.424 -3.692 -1.024
H: -3.464 -2.246 -1.332
H: -4.163 -1.551 0.703
H: -3.089 -2.776 1.417
H: -5.152 -4.379 1.051
H: -6.066 -2.882 0.938
H: -4.221 -3.295 3.333
H: -5.766 -4.101 3.266
H: -5.974 -1.985 4.456
H: -6.978 -2.014 3.025
H: -4.377 2.496 1.014
H: -3.728 0.988 0.371
H: -2.315 3.698 0.626
H: -2.020 2.921 -1.963
H: -3.472 1.981 -1.595
H: -3.503 3.737 -1.407
H: -0.414 2.602 -0.545
H: 0.022 1.327 1.992
H: 0.621 2.875 1.422
H: -0.921 2.775 2.292
H: -1.988 0.274 -0.607
H: -0.317 0.427 -1.061
H: -0.746 -0.078 0.584
C: -0.391 3.477 -4.695
O: -0.329 2.394 -4.131
N: -1.563 4.164 -4.822
N: 0.702 4.096 -5.245
H: -1.637 5.053 -5.278
H: -2.386 3.745 -4.432
H: 1.584 3.626 -5.175
H: 0.659 4.983 -5.707
C: 3.045 2.493 -1.173
O: 3.539 2.494 -0.058
N: 3.734 2.069 -2.275
N: 1.759 2.902 -1.401
H: 3.346 2.050 -3.199
H: 4.676 1.755 -2.132
H: 1.228 3.204 -0.606
H: 1.319 2.895 -2.302

## Properties
Multiplicity: 1
Gap between HOMO and LUMO: 10.10 eV
LUMO energy: 0.25 eV
Highest occupied orbital energy: -0.3620 hartree
Energy above the lowest of the compared OMol25 structures with the same formula, charge and spin: 0.00 kJ/mol

=====

Record 3
The following is a quantum chemistry calculation of C34H27AlBrFN9O5 as an isolated structure, from the OMol25 dataset.

Cartesian coordinates (Å):
Al: -0.509 0.417 0.076
Br: 6.631 0.579 1.575
C: 6.077 0.560 -0.252
C: 5.907 -0.669 -0.866
C: 5.509 -0.702 -2.192
C: 5.288 0.483 -2.884
C: 5.490 1.705 -2.261
C: 5.872 1.749 -0.927
N: 5.004 0.447 -4.297
N: 3.913 0.046 -4.711
C: 2.888 -0.265 -3.742
C: 2.597 -1.555 -3.401
C: 1.664 -1.868 -2.390
C: 0.997 -0.862 -1.734
O: 0.149 -1.030 -0.736
C: 1.216 0.475 -2.176
N: 0.445 1.400 -1.555
C: 0.516 2.653 -1.932
C: 1.404 3.076 -2.939
C: 2.226 2.162 -3.542
C: 2.147 0.801 -3.173
H: 6.084 -1.587 -0.324
H: 5.381 -1.651 -2.693
H: 5.351 2.623 -2.817
H: 6.017 2.701 -0.435
H: 3.128 -2.360 -3.896
H: 1.475 -2.897 -2.117
H: -0.144 3.353 -1.432
H: 1.417 4.116 -3.231
H: 2.908 2.471 -4.325
C: 3.961 -0.683 6.004
C: 2.877 0.380 6.075
N: 2.342 0.718 4.747
C: 1.199 0.139 4.344
C: 0.646 0.290 3.103
C: -0.660 -0.417 2.811
O: -1.158 -1.087 3.687
O: -1.152 -0.194 1.638
C: 1.315 1.088 2.158
O: 0.959 1.225 0.950
C: 2.502 1.786 2.606
C: 3.142 2.689 1.748
C: 4.263 3.336 2.161
F: 4.821 4.259 1.346
C: 4.864 3.072 3.405
C: 4.222 2.192 4.256
C: 3.020 1.567 3.888
N: 6.108 3.616 3.774
C: 6.335 4.122 5.113
C: 7.637 3.498 5.635
N: 8.496 3.172 4.438
C: 8.415 4.260 3.409
C: 7.001 4.234 2.804
H: 4.333 -0.901 7.005
H: 4.800 -0.368 5.382
H: 3.562 -1.605 5.583
H: 3.225 1.297 6.550
H: 2.036 0.025 6.667
H: 0.690 -0.502 5.054
H: 2.724 2.880 0.768
H: 4.686 1.950 5.201
H: 5.514 3.863 5.775
H: 6.408 5.216 5.107
H: 7.466 2.563 6.165
H: 8.203 4.174 6.273
H: 8.140 2.313 4.011
H: 9.460 3.005 4.723
H: 9.179 4.083 2.656
H: 8.640 5.191 3.926
H: 7.004 3.634 1.897
H: 6.718 5.257 2.543
O: -2.055 1.148 -0.436
N: -2.567 1.342 -1.643
C: -3.083 0.306 -2.204
C: -3.143 -0.999 -1.596
N: -3.191 -2.038 -1.112
C: -3.657 0.484 -3.511
N: -4.107 0.596 -4.561

## Properties
Multiplicity: 1
Total charge: +1
Gap between HOMO and LUMO: 6.15 eV
LUMO energy: -3.63 eV
Highest occupied orbital energy: -0.3593 hartree
Energy above the lowest of the compared OMol25 structures with the same formula, charge and spin: 51.20 kJ/mol

=====

Record 4
The following is a quantum chemistry calculation of one molecule with the formula CN4S in a non-equilibrium geometry, from the OMol25 dataset.

Cartesian coordinates (Å):
C: -1.010 -0.390 0.003
N: 0.941 1.549 0.000
N: -0.045 -1.133 0.000
N: 1.274 0.478 -0.001
N: 1.272 -0.736 -0.001
S: -2.431 0.231 -0.001

## Properties
Multiplicity: 1
Gap between HOMO and LUMO: 8.09 eV
LUMO energy: -1.10 eV
Highest occupied orbital energy: -0.3375 hartree
Energy above the lowest of the compared OMol25 structures with the same formula, charge and spin: 0.00 kJ/mol

=====

Record 5
The following is a quantum chemistry calculation of one molecule with the formula C21H26N2O3S, from the OMol25 dataset.

Cartesian coordinates (Å):
C: -9.292 -0.040 -1.323
O: -8.542 -0.762 -0.380
C: -7.200 -0.502 -0.286
C: -6.508 0.432 -1.044
C: -5.147 0.607 -0.867
C: -4.431 -0.130 0.079
C: -5.142 -1.064 0.842
C: -6.495 -1.247 0.657
H: -7.036 -1.969 1.248
H: -4.644 -1.647 1.598
N: -3.069 0.048 0.221
C: -2.268 -0.863 1.001
H: -2.339 -0.662 2.082
C: -0.806 -0.780 0.566
N: -0.297 0.561 0.758
C: 1.009 0.910 0.658
O: 1.369 2.069 0.757
C: 1.979 -0.232 0.430
H: 1.683 -0.802 -0.453
C: 3.401 0.288 0.254
C: 4.397 -0.844 0.111
O: 4.052 -2.009 0.168
C: 5.788 -0.438 -0.098
C: 6.807 -1.347 -0.277
S: 8.322 -0.555 -0.505
C: 7.588 1.019 -0.358
C: 6.256 0.911 -0.148
H: 5.620 1.768 -0.028
C: 8.418 2.248 -0.467
H: 8.907 2.296 -1.439
H: 9.194 2.257 0.298
H: 7.793 3.129 -0.344
C: 6.726 -2.827 -0.290
H: 6.350 -3.189 0.667
H: 7.701 -3.266 -0.487
H: 6.016 -3.156 -1.048
H: 3.454 0.930 -0.628
H: 3.674 0.901 1.116
H: 1.949 -0.914 1.284
C: -1.302 1.599 0.869
H: -0.817 2.549 0.631
C: -2.448 1.318 -0.096
H: -3.187 2.121 -0.012
H: -2.059 1.313 -1.125
H: -1.680 1.653 1.896
H: -0.734 -1.069 -0.491
H: -0.221 -1.492 1.155
H: -2.619 -1.882 0.820
H: -4.637 1.321 -1.494
H: -7.010 1.029 -1.789
H: -8.938 -0.220 -2.344
H: -10.314 -0.404 -1.229
H: -9.272 1.036 -1.117

## Properties
Multiplicity: 1
Gap between HOMO and LUMO: 7.96 eV
LUMO energy: 0.64 eV
Highest occupied orbital energy: -0.2689 hartree
SMILES: COc1ccc(N2CCN(C(=O)CCC(=O)c3cc(C)sc3C)CC2)cc1
Energy above the lowest of the compared OMol25 structures with the same formula, charge and spin: 198.76 kJ/mol

=====

Record 6
The following is a quantum chemistry calculation of a 2-piece molecular cluster, C5H7NO overall in a non-equilibrium geometry, from the OMol25 dataset.

Cartesian coordinates (Å):
C: 1.461 0.277 1.193
C: 0.555 0.058 0.025
C: -0.757 0.789 -0.060
C: -1.923 -0.044 -0.532
O: -1.839 -1.220 -0.818
C: 0.947 -0.683 -0.994
N: 1.132 -1.552 -1.835
H: 2.415 -0.238 1.049
H: 1.019 -0.078 2.132
H: 1.667 1.348 1.299
H: -0.072 -2.008 -0.919
H: -1.010 1.246 0.906
H: -0.700 1.622 -0.770
H: -2.896 0.485 -0.676

## Properties
Multiplicity: 1
Gap between HOMO and LUMO: 8.05 eV
LUMO energy: 0.27 eV
Highest occupied orbital energy: -0.2860 hartree
Energy above the lowest of the compared OMol25 structures with the same formula, charge and spin: 460.05 kJ/mol

=====

Record 7
The following is a quantum chemistry calculation of one molecule with the formula C3H7N3S in a non-equilibrium geometry, from the OMol25 dataset.

Cartesian coordinates (Å):
C: -1.582 -1.249 2.599
C: 0.080 0.038 -0.455
C: 1.609 1.786 -2.057
H: -0.638 -0.576 3.053
H: -1.494 -2.246 2.454
H: -2.538 -1.304 3.139
H: 0.027 1.124 -0.794
H: 0.987 -1.500 -1.600
H: 2.229 2.231 -2.954
H: 1.063 2.513 -1.352
N: -0.652 -0.715 0.207
N: 1.108 -0.393 -1.355
N: 1.847 0.496 -2.036
S: -2.047 -0.206 1.150

## Properties
Multiplicity: 1
Gap between HOMO and LUMO: 9.00 eV
LUMO energy: 0.71 eV
Highest occupied orbital energy: -0.3047 hartree
SMILES: C=NN/C=N/SC
Energy above the lowest of the compared OMol25 structures with the same formula, charge and spin: 472.49 kJ/mol

=====

Record 8
The following is a quantum chemistry calculation of an isolated ion of composition C5H13N2S and charge -1 in a non-equilibrium geometry, from the OMol25 dataset.

Cartesian coordinates (Å):
C: -1.868 -0.255 -1.846
N: -1.152 0.410 -0.697
C: -0.381 -0.612 0.131
C: -1.351 -1.222 1.158
S: -1.676 -0.271 2.686
C: 0.750 0.226 0.764
N: 1.864 0.334 -0.193
C: 2.860 1.337 0.198
H: -1.615 -1.329 -1.888
H: -1.571 0.088 -2.830
H: -2.916 -0.212 -1.579
H: -1.926 0.613 -0.058
H: 0.046 -1.414 -0.469
H: -1.034 -2.246 1.427
H: -2.294 -1.465 0.636
H: 1.136 -0.433 1.546
H: 0.354 1.176 1.096
H: 1.546 0.535 -1.126
H: 3.447 1.595 -0.667
H: 3.456 0.968 1.038
H: 2.325 2.176 0.672

## Properties
Multiplicity: 1
Total charge: -1
Gap between HOMO and LUMO: 6.21 eV
LUMO energy: 3.74 eV
Highest occupied orbital energy: -0.0905 hartree
SMILES: CNC[C@@H](C[S-])NC
Energy above the lowest of the compared OMol25 structures with the same formula, charge and spin: 122.45 kJ/mol

=====

Record 9
The following is a quantum chemistry calculation of one molecule with the formula C10H25NO3Si in a non-equilibrium geometry, from the OMol25 dataset.

Cartesian coordinates (Å):
O: 0.837 -0.954 0.314
O: 0.221 -0.200 -2.060
O: -0.095 1.542 0.017
N: -1.961 -0.184 3.821
C: -0.888 -0.137 4.891
C: 3.080 -1.666 -0.240
C: 0.093 -0.150 -4.510
C: 1.379 2.547 -1.409
C: 1.537 -2.012 -0.228
C: -0.588 0.224 -3.173
C: 1.206 2.069 -0.043
C: -1.444 -0.390 2.393
C: -2.493 -0.304 1.315
C: -1.959 -0.520 -0.127
Si: -0.259 -0.020 -0.484
H: -2.716 0.498 3.889
H: 0.170 0.000 4.545
H: -0.966 -0.975 5.503
H: -1.172 0.747 5.377
H: 3.431 -1.373 -1.258
H: 3.568 -2.578 0.048
H: 3.231 -1.042 0.600
H: 0.830 0.543 -4.767
H: -0.747 -0.299 -5.262
H: 0.598 -1.096 -4.394
H: 0.636 3.310 -1.589
H: 1.129 1.765 -2.181
H: 2.313 2.991 -1.494
H: 1.092 -2.315 -1.207
H: 1.414 -2.855 0.581
H: -0.772 1.348 -3.067
H: -1.551 -0.254 -3.053
H: 2.028 1.392 0.242
H: 1.322 2.937 0.637
H: -0.622 0.276 2.291
H: -0.949 -1.366 2.511
H: -3.411 -0.848 1.682
H: -2.880 0.726 1.270
H: -2.182 -1.527 -0.469
H: -2.462 0.150 -0.913

## Properties
Multiplicity: 1
Gap between HOMO and LUMO: 9.00 eV
LUMO energy: 0.89 eV
Highest occupied orbital energy: -0.2982 hartree
SMILES: CCO[Si](CCCNC)(OCC)OCC
Energy above the lowest of the compared OMol25 structures with the same formula, charge and spin: 0.00 kJ/mol

=====

Record 10
The following is a quantum chemistry calculation of a 3-piece molecular cluster, C2H11N2O2 overall in a non-equilibrium geometry, from the OMol25 dataset.

Cartesian coordinates (Å):
C: 0.216 0.228 0.608
C: 0.740 1.474 0.452
N: 1.494 2.026 1.576
N: -0.456 -0.444 -0.331
H: 0.568 -0.342 1.471
H: 0.795 2.051 -0.453
H: 2.035 1.278 2.035
H: 2.176 2.697 1.212
H: 1.161 2.470 2.448
H: -0.677 -0.220 -1.331
H: -1.219 -0.938 0.139
H: -0.345 -0.760 -3.719
H: -1.052 0.433 -3.089
O: -0.325 -0.177 -2.943
H: -1.651 -3.450 -0.114
H: -1.529 -3.403 1.397
O: -1.930 -2.924 0.642

## Properties
Multiplicity: 1
Total charge: +1
Gap between HOMO and LUMO: 9.06 eV
LUMO energy: -3.34 eV
Highest occupied orbital energy: -0.4556 hartree
Energy above the lowest of the compared OMol25 structures with the same formula, charge and spin: 229.35 kJ/mol